ORCA calculation (wB97M-V/def2-TZVPD) on a cluster of 10 separate species, C33H78N10O9 in total in a non-equilibrium geometry.

Geometry as XYZ:
```
130
Properties=species:S:1:pos:R:3:forces:R:3:lowdin_charge:R:1
C 4.460 2.583 -5.916 -0.49 -0.85 0.09 -0.0802
C 3.015 3.040 -6.233 1.40 0.46 -0.68 -0.2646
N 2.016 2.144 -5.694 0.36 0.75 0.90 -0.2032
C 1.243 2.778 -4.633 -0.83 -1.31 -0.08 -0.2614
C 2.033 2.931 -3.342 -0.28 0.43 0.52 -0.0862
C 1.251 1.420 -6.667 -0.18 -0.76 -0.95 -0.2645
C 2.095 0.502 -7.569 0.20 0.43 -0.65 -0.0869
H 4.686 2.708 -4.856 -0.10 0.21 0.01 0.0594
H 5.258 3.052 -6.492 -0.21 0.18 -0.15 0.0654
H 4.495 1.502 -6.069 0.20 0.04 -0.20 0.0610
H 2.978 4.077 -5.879 -0.71 -0.11 0.38 0.1092
H 2.864 3.162 -7.313 0.18 -0.25 -0.05 0.1077
H 0.689 3.671 -4.959 0.52 0.42 0.00 0.1156
H 0.415 2.074 -4.470 0.13 -0.01 0.41 0.1010
H 2.465 1.981 -3.030 0.11 -0.04 -0.22 0.0748
H 2.812 3.695 -3.352 0.15 -0.12 -0.42 0.0640
H 1.398 3.247 -2.509 -0.26 -0.06 -0.16 0.0673
H 0.616 2.072 -7.287 0.09 0.17 -0.13 0.1152
H 0.563 0.717 -6.191 -0.06 0.31 0.47 0.1122
H 2.497 -0.338 -7.005 0.05 0.00 0.01 0.0625
H 2.910 0.992 -8.111 0.18 0.25 0.55 0.0633
H 1.528 0.127 -8.426 -0.47 -0.22 0.41 0.0702
C 3.347 -2.386 0.005 -0.88 0.76 -0.11 -0.0597
N 4.532 -3.161 -0.280 -1.40 0.30 0.21 0.0167
C 5.783 -2.841 0.070 1.26 0.93 -0.37 -0.5641
C 6.815 -3.822 -0.363 1.54 -0.93 -0.79 -0.0164
O 6.115 -1.778 0.579 -0.56 -0.44 0.31 0.0460
H 3.447 -1.372 0.385 1.01 -0.13 0.02 0.0601
H 2.703 -2.867 0.746 -0.06 -0.28 -0.25 0.0901
H 2.809 -2.217 -0.933 -0.26 -0.34 0.13 0.0646
H 4.323 -3.924 -0.896 0.61 -0.33 0.14 0.1192
H 7.613 -4.020 0.355 -0.56 0.06 0.57 0.0861
H 7.442 -3.428 -1.172 -0.52 0.41 -0.15 0.0893
H 6.456 -4.780 -0.744 -0.27 0.02 0.23 0.0718
C -6.523 1.179 -1.676 -0.05 -0.66 -0.24 -0.0729
N -5.342 0.583 -1.074 0.13 -0.09 0.23 0.0244
C -4.600 -0.438 -1.562 0.34 0.20 -0.49 -0.4959
C -4.883 -0.844 -2.982 0.28 0.14 -0.02 0.0187
O -3.719 -0.984 -0.902 -0.19 0.49 0.16 -0.0103
H -6.874 1.914 -0.959 -0.23 0.18 -0.32 0.0868
H -7.298 0.428 -1.860 -0.10 0.05 0.34 0.0870
H -6.341 1.600 -2.665 0.29 0.38 0.23 0.0827
H -5.184 0.805 -0.103 0.12 -0.11 0.01 0.1218
H -4.831 -0.001 -3.675 -0.43 0.19 0.22 0.0864
H -5.878 -1.291 -2.973 0.09 -0.14 -0.47 0.0952
H -4.102 -1.511 -3.336 -0.25 -0.45 0.33 0.0933
C 4.008 0.697 2.180 0.65 -0.24 -1.01 -0.0694
N 4.621 0.447 3.473 -0.56 -0.16 0.65 0.0238
C 5.180 1.394 4.241 0.56 1.67 0.21 -0.5625
C 5.542 1.067 5.685 -0.54 -0.38 -0.41 -0.0081
O 5.396 2.534 3.840 -0.16 -0.28 -0.20 0.0158
H 3.102 0.107 2.074 -0.08 0.07 0.01 0.0679
H 4.714 0.432 1.388 -0.04 -0.53 0.05 0.0724
H 3.807 1.729 1.898 -0.21 0.24 1.02 0.0781
H 4.322 -0.354 4.006 -0.06 -0.20 -0.44 0.1326
H 4.622 0.991 6.270 0.00 -0.04 0.02 0.0783
H 6.109 1.909 6.062 0.20 -0.13 0.03 0.0765
H 6.070 0.118 5.771 0.13 0.08 0.07 0.0762
C -2.432 -3.368 1.826 0.00 -0.11 -0.96 -0.0538
N -3.020 -3.418 0.469 0.52 0.63 1.39 0.0386
C -2.970 -4.473 -0.359 -0.24 0.17 -0.41 -0.5708
C -2.499 -5.788 0.222 -0.20 0.11 0.76 -0.0031
O -3.270 -4.350 -1.542 0.09 -0.41 0.03 0.0112
H -3.080 -3.782 2.597 -0.03 -0.08 -0.06 0.0645
H -2.256 -2.315 2.038 0.03 0.00 0.17 0.0694
H -1.465 -3.871 1.785 0.07 -0.01 0.41 0.0768
H -3.119 -2.499 0.054 -0.38 -0.41 -0.42 0.0738
H -2.734 -5.927 1.280 -0.33 0.28 -0.04 0.0766
H -1.407 -5.789 0.235 0.00 -0.33 -0.53 0.0669
H -2.972 -6.606 -0.312 0.45 -0.04 -0.31 0.0853
C -1.715 0.694 1.692 -1.05 0.33 0.30 -0.0726
N -1.420 0.220 0.361 -0.03 0.21 0.85 0.0350
C -0.165 0.221 -0.092 1.04 0.35 -1.15 -0.5550
C 0.024 -0.267 -1.527 -0.05 -0.10 1.31 0.0164
O 0.794 0.652 0.541 -0.23 -0.11 0.43 0.0214
H -2.804 0.657 1.768 0.04 -0.33 0.29 0.0573
H -1.484 1.740 1.900 0.52 -0.02 -0.49 0.0671
H -1.278 0.119 2.510 0.10 -0.24 -0.21 0.0948
H -2.185 -0.181 -0.165 0.15 -0.04 -0.14 0.0773
H 1.091 -0.446 -1.627 -0.04 -0.08 -0.30 0.0659
H -0.288 0.531 -2.197 -0.14 -0.25 -0.25 0.0807
H -0.546 -1.192 -1.617 0.00 0.11 -0.68 0.0724
C -5.440 -1.351 2.297 0.78 0.81 0.07 -0.0642
N -5.126 -1.270 3.711 -0.52 0.51 -0.08 0.0159
C -4.901 -2.353 4.467 -0.34 -1.24 0.33 -0.5553
C -4.716 -2.161 5.967 -0.57 1.20 -1.00 0.0077
O -4.959 -3.494 4.009 0.22 0.16 -0.15 -0.0076
H -6.105 -0.519 2.053 -0.32 -0.25 0.01 0.0765
H -5.845 -2.310 1.995 -0.03 -0.04 0.16 0.0902
H -4.520 -1.136 1.742 -0.07 -0.37 -0.30 0.0494
H -5.010 -0.325 4.077 0.23 -0.58 0.12 0.0869
H -4.703 -1.082 6.136 0.40 -0.12 0.45 0.0588
H -3.828 -2.667 6.324 -0.02 -0.05 0.08 0.0801
H -5.634 -2.537 6.416 0.19 -0.30 0.19 0.0829
C -3.932 3.113 2.824 -1.59 -1.23 0.40 -0.0714
N -2.967 2.823 3.856 1.58 1.53 -0.52 0.0123
C -2.879 1.737 4.640 -0.20 -1.27 0.40 -0.5198
C -1.589 1.654 5.462 0.12 0.91 -0.73 0.0168
O -3.756 0.880 4.733 -0.06 0.50 -0.02 0.0059
H -4.071 2.188 2.255 -0.14 0.28 -0.42 0.0563
H -3.733 3.956 2.168 0.90 -0.12 0.15 0.0837
H -4.923 3.355 3.222 0.10 -0.16 0.33 0.0841
H -2.047 3.232 3.652 -0.38 0.06 0.28 0.0723
H -0.845 2.239 4.919 0.11 0.18 0.35 0.0506
H -1.120 0.684 5.605 -0.74 -0.35 -0.05 0.0836
H -1.791 2.123 6.424 0.11 -0.07 0.07 0.0861
C 0.229 -4.630 -1.850 -0.99 -0.04 0.15 -0.0713
N 1.381 -4.218 -2.625 0.59 -0.40 0.86 0.0097
C 1.466 -3.195 -3.494 -1.58 0.46 -1.79 -0.5608
C 2.814 -2.909 -4.142 -0.77 -1.09 0.11 0.0072
O 0.457 -2.645 -3.933 0.51 0.08 0.74 0.0266
H 0.531 -4.799 -0.817 0.06 -0.08 0.03 0.0744
H -0.298 -5.513 -2.220 0.60 -0.35 -0.20 0.0902
H -0.619 -3.944 -1.834 0.57 0.69 -0.22 0.0725
H 2.247 -4.670 -2.379 -0.05 0.01 -0.03 0.1190
H 2.572 -2.471 -5.104 0.22 0.57 0.19 0.0724
H 3.208 -3.899 -4.398 0.60 0.19 0.30 0.0812
H 3.462 -2.320 -3.500 0.22 0.03 -0.21 0.0748
C 0.960 6.751 2.073 -0.25 0.28 -0.47 -0.0629
N 0.229 5.489 2.137 -0.19 1.37 -0.50 0.0354
C 0.517 4.470 2.918 -0.12 -2.91 2.19 -0.4956
C 1.891 4.252 3.542 -0.27 0.69 -1.48 0.0360
O -0.332 3.587 3.174 0.36 0.97 -0.67 -0.0345
H 0.919 7.373 2.968 0.07 -0.50 0.40 0.0891
H 0.495 7.400 1.331 0.07 -0.33 -0.31 0.0844
H 1.991 6.573 1.784 0.07 0.12 0.00 0.0816
H -0.713 5.436 1.774 0.10 0.23 0.03 0.1472
H 2.249 3.303 3.145 -0.03 -0.05 0.06 0.0806
H 1.835 4.167 4.621 -0.02 0.27 0.05 0.0929
H 2.559 5.025 3.165 0.35 -0.07 0.63 0.0677
```
Positions in Å, forces in eV/Å.

Summary:
Energy above the lowest of the compared OMol25 structures with the same formula, charge and spin: 0.00 kcal per mole
Molecular weight: 759.05 g mol⁻¹
Orbital gap: 8.41 eV
Total charge: 0
LUMO level: 0.208 eV